{
  "formula": "C33H43AsN10PS4SeTc",
  "method": "wB97M-V/def2-TZVPD",
  "charge": 0,
  "de_lowest_kcal_mol": 0.00,
  "gap_ev": [4.57, 4.57],
  "e_tot_ev": -230832.727,
  "homo_ev": [-7.4, -7.4],
  "multiplicity": 1,
  "species": ["Tc", "N", "C", "N", "N", "N", "N", "C", "N", "N", "N", "N", "H", "C", "C", "C", "P", "C", "C", "C", "C", "C", "C", "C", "C", "C", "C", "N", "C", "C", "C", "C", "C", "C", "C", "C", "C", "H", "H", "H", "H", "H", "H", "H", "H", "H", "H", "H", "H", "H", "H", "H", "H", "H", "H", "H", "H", "H", "H", "H", "H", "H", "H", "H", "H", "H", "H", "H", "S", "As", "S", "S", "S", "C", "C", "C", "C", "C", "C", "Se", "C", "C", "C", "H", "H", "H", "H", "H", "H", "H", "H", "H", "H", "H"],
  "coordinates": [[-0.267, -0.622, -0.252], [-0.219, -0.873, -3.741], [-0.954, 0.122, -3.171], [-1.779, 0.913, -3.827], [-2.264, 1.739, -2.881], [-1.790, 1.485, -1.739], [-0.922, 0.426, -1.859], [0.789, -1.536, -3.072], [1.672, -2.321, -3.646], [2.426, -2.762, -2.616], [2.034, -2.274, -1.509], [0.973, -1.462, -1.751], [-0.199, -0.906, -4.747], [-0.498, -4.381, -1.799], [-0.634, -4.395, -0.280], [-1.741, -5.392, 0.149], [-0.875, -2.758, 0.512], [-0.546, -2.955, 2.306], [-1.522, -3.849, 3.075], [0.892, -3.451, 2.481], [-2.508, -2.107, 0.112], [-3.449, -2.730, -0.728], [-4.552, -2.054, -1.195], [-5.538, -2.703, -2.113], [-4.727, -0.709, -0.816], [-3.825, -0.064, -0.014], [-2.689, -0.750, 0.436], [-1.596, -0.075, 1.029], [-1.753, 0.759, 2.140], [-1.012, 1.959, 2.207], [-0.293, 2.594, 1.055], [-1.041, 2.678, 3.392], [-1.789, 2.278, 4.487], [-1.764, 3.065, 5.759], [-2.582, 1.142, 4.359], [-2.599, 0.379, 3.209], [-3.513, -0.811, 3.191], [-0.536, -5.410, -2.155], [0.445, -3.966, -2.116], [-1.308, -3.832, -2.280], [0.326, -4.713, 0.147], [-2.330, -5.677, -0.720], [-2.432, -5.015, 0.899], [-1.293, -6.299, 0.550], [-0.605, -1.929, 2.690], [-1.381, -4.894, 2.819], [-2.571, -3.593, 2.915], [-1.315, -3.747, 4.140], [0.927, -4.538, 2.426], [1.254, -3.153, 3.462], [1.599, -3.052, 1.750], [-3.312, -3.761, -1.011], [-5.286, -3.746, -2.293], [-5.559, -2.187, -3.072], [-6.545, -2.662, -1.698], [-5.578, -0.162, -1.196], [-3.930, 0.985, 0.220], [-0.550, 2.161, 0.092], [0.786, 2.538, 1.183], [-0.570, 3.648, 1.018], [-0.470, 3.596, 3.442], [-0.742, 3.180, 6.120], [-2.349, 2.580, 6.537], [-2.168, 4.065, 5.603], [-3.207, 0.839, 5.188], [-3.815, -1.052, 4.208], [-3.051, -1.696, 2.760], [-4.415, -0.610, 2.615], [4.285, -2.390, 1.212], [3.681, -0.492, 0.677], [1.387, -0.222, 1.036], [4.164, -0.038, -1.435], [4.157, 1.094, 1.955], [6.030, 6.545, -2.410], [5.208, 5.296, -2.297], [5.386, 4.238, -3.169], [4.622, 3.078, -3.086], [4.890, 1.977, -4.068], [3.663, 2.986, -2.081], [2.580, 1.405, -1.950], [3.458, 4.042, -1.181], [2.451, 3.967, -0.078], [4.235, 5.181, -1.310], [6.755, 6.471, -3.219], [6.574, 6.738, -1.485], [5.397, 7.413, -2.601], [6.138, 4.309, -3.944], [5.202, 2.396, -5.024], [4.014, 1.349, -4.233], [5.694, 1.329, -3.711], [1.458, 3.713, -0.450], [2.385, 4.923, 0.440], [2.741, 3.196, 0.644], [4.081, 5.998, -0.617]],
  "forces_ev_per_a": [[-0.1153, -0.0451, 0.5530], [0.0352, -0.0785, -0.0507], [0.1844, -0.1138, -0.1523], [0.2504, -0.2349, 0.0252], [-0.3469, 0.3005, -0.2693], [0.0267, 0.1019, 0.6810], [-0.1579, 0.0081, -0.3095], [-0.0831, 0.1773, -0.0189], [-0.0684, 0.0986, 0.0432], [0.2716, -0.3608, -0.2838], [-0.2242, -0.0058, 0.3809], [-0.1039, -0.0323, -0.0420], [0.0042, 0.0014, -0.0002], [-0.0601, 0.0881, -0.0157], [0.0061, -0.0146, 0.0923], [0.0527, 0.0023, 0.1130], [0.2427, -0.3466, 0.0174], [-0.1650, 0.0656, 0.1738], [-0.0523, 0.1123, -0.0178], [0.0916, 0.0492, -0.0644], [-0.0766, 0.0811, -0.4278], [0.0692, -0.0337, 0.1568], [0.0070, 0.1755, 0.0646], [-0.0517, -0.0950, -0.0576], [0.0170, -0.1287, -0.0114], [0.0859, 0.1093, 0.2257], [-0.1867, -0.0887, 0.0663], [0.0517, 0.0508, -0.6447], [0.0934, 0.1862, -0.0403], [-0.0751, -0.0134, 0.1238], [0.0555, -0.1273, -0.0421], [-0.1239, -0.0629, 0.0575], [0.0241, -0.0409, -0.1292], [-0.0128, 0.0413, 0.1160], [0.0492, 0.0965, 0.0503], [0.0450, 0.0481, 0.0012], [0.0001, -0.1890, -0.0224], [-0.0042, -0.0408, -0.0111], [0.2037, 0.1076, -0.0905], [-0.0384, 0.0079, -0.0258], [-0.1029, 0.0594, -0.0716], [-0.0244, -0.0208, -0.0292], [-0.0247, 0.0407, 0.0300], [0.0219, -0.0403, 0.0053], [-0.0541, -0.1263, -0.0739], [0.0305, -0.1128, -0.0169], [0.0532, -0.0566, -0.0235], [0.0108, 0.0244, 0.0676], [0.0228, -0.0948, -0.0234], [0.0407, -0.0218, 0.0705], [0.0003, 0.0347, 0.0109], [0.0284, -0.0800, -0.0432], [-0.0020, -0.0215, -0.0083], [-0.0047, 0.0204, -0.0416], [-0.0602, 0.0030, 0.0227], [-0.0726, 0.0509, -0.0449], [-0.0051, 0.0545, 0.0251], [-0.0040, 0.0349, 0.0280], [-0.0890, -0.0523, 0.0770], [0.0227, 0.0363, 0.0027], [0.0631, 0.0799, 0.0282], [0.0327, 0.0041, 0.0079], [-0.0145, -0.0048, 0.0238], [-0.0167, 0.0544, -0.0117], [-0.0120, -0.0236, 0.0679], [-0.0064, -0.0225, 0.0245], [-0.0309, 0.0748, 0.0417], [-0.0672, 0.0150, -0.0365], [-0.1262, -0.0674, -0.1662], [1.1324, 0.0092, 0.8565], [-0.4589, -0.0923, -0.1858], [-0.2384, -0.0527, -0.3478], [-0.3626, 0.0564, -0.2654], [0.0718, 0.0801, -0.0257], [-0.0666, -0.0338, 0.0388], [0.0082, 0.0556, 0.0171], [0.0086, -0.0404, -0.0771], [0.0218, -0.0890, -0.1089], [-0.0989, 0.1216, 0.0953], [0.2001, 0.1342, 0.0712], [0.0503, -0.0201, -0.0654], [-0.0912, -0.0380, 0.0664], [0.0545, -0.0477, -0.1015], [0.0122, 0.0000, -0.0095], [0.0227, 0.0087, 0.0331], [-0.0161, 0.0216, -0.0036], [0.0595, 0.0126, -0.0735], [0.0358, -0.0108, -0.0160], [0.0398, 0.0394, -0.0253], [-0.0140, -0.0142, 0.0137], [0.0980, 0.0745, -0.0782], [-0.0053, 0.0131, 0.0290], [0.0141, 0.0364, -0.0523], [-0.0083, 0.0767, 0.0580]],
  "lowdin_charge": [1.03, 0.17, -0.46, 0.06, -0.05, -0.06, -0.13, -0.51, 0.07, -0.06, -0.12, -0.18, 0.15, -0.09, -0.47, -0.10, 1.03, -0.52, -0.10, -0.13, -0.28, -0.02, -0.24, -0.03, 0.01, -0.02, -0.35, -0.12, -0.18, -0.18, -0.09, 0.01, -0.24, -0.04, 0.00, -0.17, -0.02, 0.09, 0.03, 0.08, 0.11, 0.07, 0.05, 0.09, 0.09, 0.07, 0.06, 0.09, 0.08, 0.10, -0.01, 0.09, 0.08, 0.09, 0.09, 0.13, 0.13, 0.02, 0.04, 0.10, 0.13, 0.09, 0.08, 0.09, 0.12, 0.09, 0.04, 0.09, -0.01, -0.41, 0.28, 0.14, -0.02, -0.05, -0.26, -0.01, -0.30, -0.09, -0.46, 0.66, -0.28, -0.10, -0.01, 0.07, 0.08, 0.08, 0.12, 0.08, 0.04, 0.08, 0.05, 0.08, 0.02, 0.12]
}